Formula: C44H53Cl63FNO6Si
Source: the Open Molecules 2025 dataset
Level of theory: ωB97M-V with the def2-TZVPD basis set

The spin multiplicity is 1.

XYZ file:
```
169
Properties=species:S:1:pos:R:3:forces:R:3
C 0.87897 -4.27810 0.08166 -0.1 0.1 -0.4
C 0.46907 -4.08450 -1.40446 -0.6 0.1 1.2
C -0.52883 -2.91018 -1.47221 -0.1 -0.6 0.1
O -0.60650 -2.24517 -2.71913 0.2 0.0 -0.1
C 0.53587 -1.47502 -3.01010 0.4 0.5 -0.1
C 0.74906 -0.30845 -2.05168 -0.1 -0.4 -0.4
C 1.65969 -0.54698 -1.04217 0.3 -0.8 0.6
C 1.95327 0.42320 -0.12271 -1.2 0.1 0.3
C 1.28286 1.63747 -0.25093 0.8 0.2 1.3
C 0.37374 1.95978 -1.24273 -0.5 -0.2 -0.4
Si -0.36560 3.72523 -1.25258 0.5 0.8 0.8
C -1.50998 3.94258 0.24552 0.0 -0.1 -0.8
C -1.12268 4.28477 -2.87836 0.3 0.3 0.3
C 1.10055 4.91212 -0.95922 -0.4 0.2 -0.7
C 0.08454 0.91824 -2.16185 0.2 0.6 -0.2
C -0.94431 1.10941 -3.25188 -0.4 -0.4 0.2
C -2.39223 1.15929 -2.69873 0.6 -1.0 0.0
C -2.68144 0.00364 -1.71264 -0.7 0.2 0.4
C -2.44474 0.41280 -0.26066 -0.1 0.4 -0.6
O -3.34352 -0.28375 0.62758 0.6 0.2 0.1
C -3.56601 0.49423 1.73706 0.3 0.0 1.0
C -2.77930 0.09815 2.97136 -0.8 0.1 -1.1
O -4.34894 1.39992 1.74960 -0.3 0.0 -0.4
C 1.78082 2.44075 0.92409 0.0 0.5 0.2
O 1.35803 3.42587 1.46560 -0.1 0.1 -0.5
N 2.91616 1.77467 1.46715 0.4 -0.6 -0.1
C 4.17745 2.48540 1.58069 -0.7 -0.3 1.4
C 5.10933 1.86301 2.59977 1.1 0.1 -0.2
O 6.28756 2.02623 2.56648 -0.2 -0.1 0.0
F 4.57307 1.14717 3.58503 -0.4 0.3 -0.2
C 2.90013 0.43192 1.06612 -1.0 -0.2 -1.3
O 3.48598 -0.50470 1.52888 0.3 0.3 0.1
H 1.88466 -3.90549 0.28285 0.0 -0.1 0.1
H 0.79990 -5.32902 0.35135 0.3 0.0 0.1
H 0.19861 -3.73451 0.74388 0.0 0.0 0.0
H -0.08575 -4.98734 -1.65829 0.2 0.0 -0.6
H 1.33425 -3.97078 -2.05335 0.0 0.0 -0.1
H -0.35374 -2.23573 -0.62569 0.1 0.3 -0.3
H -1.52034 -3.33775 -1.30209 0.1 0.3 0.0
H 1.45500 -2.07188 -2.98828 -0.1 -0.1 0.0
H 0.44090 -1.11509 -4.03285 -0.1 -0.1 0.0
H 2.15970 -1.50889 -0.98469 0.0 0.0 0.0
H -1.62585 2.98336 0.74687 -0.1 0.2 0.2
H -2.49114 4.29963 -0.09419 0.1 -0.1 0.2
H -1.06947 4.67278 0.92580 -0.1 -0.1 0.0
H -1.06803 5.37964 -2.88092 0.0 0.0 0.1
H -0.48537 3.97371 -3.70871 -0.3 -0.1 0.0
H -2.17061 4.03675 -3.02869 0.1 -0.3 -0.2
H 2.06523 4.45635 -1.19282 0.1 0.1 0.2
H 1.07931 5.33598 0.04043 0.2 -0.2 0.0
H 0.98282 5.76114 -1.64402 0.1 -0.1 -0.1
H -0.94091 0.23702 -3.90037 0.1 0.0 0.0
H -0.72719 1.95006 -3.90980 0.0 0.1 0.2
H -2.61476 2.09571 -2.19071 -0.1 0.1 -0.2
H -3.03552 0.99804 -3.56521 -0.2 0.5 0.1
H -3.75036 -0.22257 -1.76985 0.0 0.0 0.0
H -2.16136 -0.92090 -1.96026 0.1 0.2 -0.1
H -1.39346 0.29106 0.02706 -0.1 -0.3 0.3
H -2.67665 1.47710 -0.18178 0.0 0.0 0.0
H -3.20391 0.61774 3.82538 0.2 0.0 0.1
H -2.87119 -0.98656 3.07398 -0.2 1.4 -0.3
H -1.71863 0.32172 2.84775 0.0 0.1 0.0
H 4.71875 2.55497 0.63772 0.0 0.0 0.0
H 3.94105 3.47598 1.97899 0.1 0.1 -0.2
C 4.46898 -6.62948 0.71060 -0.1 0.1 0.0
Cl 3.19482 -6.68898 1.93227 0.2 0.1 0.0
Cl 3.80667 -6.89301 -0.90363 0.0 0.0 0.0
Cl 5.33093 -5.09020 0.78255 0.0 0.0 0.0
H 5.17311 -7.42395 0.92050 0.0 0.0 0.0
C -0.87213 -2.06922 4.81753 0.1 0.2 -0.1
Cl 0.49845 -1.80572 3.73612 0.0 0.0 0.0
Cl -1.23251 -0.60556 5.73637 0.1 -0.1 0.1
Cl -2.29150 -2.59616 3.91039 0.5 -2.1 0.9
H -0.60693 -2.85112 5.51672 0.0 0.0 0.0
C -4.20375 -4.98712 -1.36042 0.1 0.2 -0.1
Cl -5.12815 -3.71542 -2.16138 0.0 0.0 0.0
Cl -2.74763 -5.37599 -2.27552 -0.2 -0.3 -0.2
Cl -3.76306 -4.49576 0.27734 0.0 0.0 0.1
H -4.82263 -5.87369 -1.30029 0.2 0.1 -0.1
C -1.00757 7.92715 2.73214 0.0 -0.2 0.0
Cl -2.19444 8.06995 1.43923 0.1 0.1 0.0
Cl -1.78766 7.48938 4.25350 0.0 0.0 0.0
Cl 0.22272 6.74150 2.29370 0.1 0.1 0.1
H -0.52561 8.88451 2.86290 0.0 0.0 0.0
C 8.85864 -0.30735 3.62592 -0.1 -0.1 0.0
Cl 9.04548 -1.88272 2.85434 0.0 0.0 0.0
Cl 8.45085 -0.49082 5.33102 0.0 0.0 0.0
Cl 10.33049 0.65461 3.43541 0.0 0.0 0.0
H 8.04658 0.21829 3.13791 0.0 0.0 0.0
C 5.87039 0.29732 -2.19375 0.2 0.0 0.2
Cl 4.36617 0.44349 -1.26380 1.0 0.1 -1.0
Cl 7.22019 1.03096 -1.32043 -0.1 0.0 0.0
Cl 6.19762 -1.39479 -2.55120 0.0 0.0 0.0
H 5.74469 0.82641 -3.12937 0.0 0.0 0.0
C -6.04281 -1.00508 4.05437 -0.1 -0.1 0.0
Cl -5.31513 -1.10920 5.65768 0.0 0.0 0.0
Cl -5.58023 -2.39968 3.06882 0.0 0.0 -0.1
Cl -7.79836 -0.87785 4.16944 0.5 -0.2 -0.3
H -5.67099 -0.11137 3.57163 0.0 0.1 -0.1
C 2.62327 -10.58673 1.75453 -0.1 0.0 0.0
Cl 3.80696 -10.23028 0.49399 0.0 0.0 0.0
Cl 1.28520 -9.43910 1.70360 -0.1 -0.2 0.0
Cl 2.03434 -12.24272 1.60036 0.0 0.0 0.0
H 3.11341 -10.49070 2.71442 0.0 0.0 0.0
C 12.92575 3.59277 3.67503 0.1 0.1 0.0
Cl 11.97097 4.89150 2.95400 -0.1 0.0 0.0
Cl 14.41354 3.33350 2.76276 0.0 0.0 0.0
Cl 13.28328 3.94669 5.36402 0.0 0.0 0.0
H 12.34160 2.68263 3.63588 0.0 0.0 0.0
C -10.95470 -0.85940 1.71089 0.1 0.1 0.0
Cl -12.55427 -1.42993 1.21876 0.3 -0.1 -0.1
Cl -10.51286 0.57614 0.79499 0.0 0.0 0.0
Cl -10.92090 -0.53315 3.44437 -0.3 -0.1 -0.1
H -10.23204 -1.63697 1.49865 0.0 0.0 0.0
C 12.86323 7.77501 0.22306 0.0 0.1 0.0
Cl 12.06753 8.00841 -1.33527 0.0 0.0 0.0
Cl 14.61640 7.85415 0.04592 0.0 0.0 0.0
Cl 12.29913 8.96515 1.39772 0.0 -0.1 0.0
H 12.60584 6.78976 0.59003 0.0 0.0 0.0
C -5.84790 7.25460 1.01110 0.0 -0.1 0.0
Cl -7.03797 7.35290 -0.28986 0.0 0.0 0.0
Cl -6.62323 6.81978 2.53432 0.0 0.0 0.0
Cl -4.57306 6.10584 0.60982 -0.2 -0.2 -0.1
H -5.39674 8.23154 1.12987 0.0 0.0 0.0
C -14.15070 1.65857 -0.88867 0.0 0.0 0.0
Cl -12.79359 1.99303 -1.96499 0.0 0.0 0.0
Cl -14.61092 3.10506 0.01041 0.0 0.0 0.0
Cl -15.52588 1.02103 -1.79194 0.0 0.0 0.0
H -13.83512 0.90491 -0.17714 0.0 0.0 0.0
C 5.30419 -8.36365 -4.63176 0.0 0.0 0.2
Cl 5.59826 -10.07620 -4.32249 0.0 0.0 0.0
Cl 3.61291 -7.95708 -4.32819 0.0 0.0 -0.1
Cl 6.37040 -7.36208 -3.64743 0.0 -0.1 -0.1
H 5.51702 -8.16606 -5.67390 0.0 0.0 0.0
C 9.09977 -3.70921 -4.75715 0.0 0.1 0.0
Cl 9.95200 -2.39249 -3.95043 0.0 0.0 0.0
Cl 7.87677 -4.40685 -3.69178 0.1 0.1 0.0
Cl 8.36856 -3.14761 -6.26028 -0.1 0.0 0.1
H 9.81956 -4.48104 -4.99887 0.0 0.0 0.0
C 0.29411 10.77782 -0.60560 0.1 -0.1 0.0
Cl 0.45621 9.13689 -1.23200 0.0 0.0 0.0
Cl -0.04052 10.74794 1.12902 0.1 0.3 -0.1
Cl 1.74206 11.72396 -0.94469 0.0 0.0 0.0
H -0.54373 11.24989 -1.10125 0.0 0.0 0.0
C -5.24184 -9.07300 0.42665 0.0 -0.1 -0.2
Cl -6.48838 -10.18589 -0.13412 0.0 0.0 0.0
Cl -3.72805 -9.34128 -0.43655 0.0 0.0 0.0
Cl -5.77079 -7.39639 0.24107 -0.2 -0.2 0.3
H -5.07072 -9.25625 1.47915 0.0 0.0 0.0
C -8.76206 1.36004 7.56056 -0.1 -0.1 0.1
Cl -9.94404 1.98768 8.71187 0.0 0.0 0.0
Cl -7.71330 0.17078 8.33316 0.0 0.0 0.0
Cl -9.56557 0.66400 6.15266 -0.2 0.3 0.4
H -8.14843 2.18510 7.22384 0.0 0.0 0.0
C -15.76144 -1.83019 3.20305 0.0 0.0 0.0
Cl -17.34788 -2.43029 2.71696 0.0 0.0 0.0
Cl -15.33064 -0.38593 2.28691 -0.4 0.2 0.1
Cl -15.71961 -1.50416 4.93535 0.0 0.0 0.0
H -15.02866 -2.59723 2.98613 0.0 0.0 0.0
C 12.00078 -4.04686 -7.70189 -0.1 0.1 0.0
Cl 12.45790 -4.65493 -6.10653 0.0 0.0 0.0
Cl 10.55783 -4.87393 -8.29354 0.1 -0.1 -0.1
Cl 11.75235 -2.30250 -7.65416 0.0 0.0 0.0
H 12.81290 -4.25374 -8.38595 0.0 0.0 0.0
C -0.90583 3.53960 -7.04736 0.0 -0.1 0.1
Cl -2.39708 3.79139 -6.14704 -0.1 0.0 -0.1
Cl 0.46109 4.26132 -6.19423 0.1 0.0 -0.1
Cl -0.62860 1.81789 -7.32207 0.0 0.0 0.0
H -0.99982 4.02567 -8.00934 0.0 0.0 0.0
```
Forces are in eV/Å.

Formula: C7H9NO2
Source: the Open Molecules 2025 dataset
Level of theory: ωB97M-V with the def2-TZVPD basis set

The spin multiplicity is 1. For the energy above the lowest of the compared OMol25 structures with the same formula, charge and spin, the calculation gives 101.2 kcal per mole.

XYZ file:
```
19
Properties=species:S:1:pos:R:3:forces:R:3
C -0.19502 -3.21300 -0.14111 -2.4 2.2 -0.1
C -0.88110 -2.20878 -0.37637 1.8 -3.6 0.4
C -2.85525 0.54096 0.18729 -1.1 0.4 -0.7
C -1.43799 -1.02883 -0.85092 -0.4 4.3 1.0
C -0.42461 0.61049 0.15773 0.0 -3.5 -1.9
C 0.30945 -0.06372 1.30000 -0.9 -0.6 0.3
C 0.60207 1.19592 -0.79030 0.8 0.3 -0.9
N -1.64495 1.20105 0.42017 -1.9 0.0 0.0
O -3.95020 0.97304 0.43058 0.6 0.4 0.6
O -2.79925 -0.63012 -0.49702 2.5 -0.8 0.3
H 0.04900 -4.21819 0.13029 0.4 0.2 -0.1
H -1.34921 -0.83740 -1.90304 0.4 -0.1 -0.4
H 1.37979 0.16450 1.17420 -0.4 -0.5 0.5
H 0.07303 -1.20504 1.31337 0.8 2.0 0.2
H -0.09030 0.40170 2.22158 0.5 -0.4 -0.1
H 0.37678 1.71785 -1.79626 -0.3 -1.2 1.7
H 1.27450 0.29469 -0.93102 -0.4 1.4 -0.4
H 1.18000 1.95949 -0.20943 -0.2 -0.6 -0.4
H -1.76426 1.90128 1.13708 0.2 0.1 0.0
```
Forces are in eV/Å.

Formula: C11H17NO
Source: the Open Molecules 2025 dataset
Level of theory: ωB97M-V with the def2-TZVPD basis set

The spin multiplicity is 1. As for the structure (SMILES): C[C@@H]1C(=O)C=C2[C@H]1CN(C)C[C@@H]2C. For the energy above the lowest of the compared OMol25 structures with the same formula, charge and spin, the calculation gives 9.1 kcal per mole.

XYZ file:
```
30
Properties=species:S:1:pos:R:3:forces:R:3
C -0.94172 2.00618 -2.69412 0.0 0.4 0.5
C -1.06048 1.62254 -1.20931 0.2 -0.2 -0.1
C -0.56426 2.73720 -0.28328 -1.9 1.9 -0.4
O -1.00369 3.88879 -0.38712 1.1 -1.6 0.4
C 0.33508 2.18722 0.72823 0.7 -2.3 0.6
C 0.49815 0.83694 0.50521 -0.7 1.2 -1.3
C -0.22027 0.42304 -0.78674 0.1 -0.9 0.1
C -1.00332 -0.91496 -0.60964 1.9 -0.2 0.7
N -0.10882 -1.91636 0.02970 0.2 -0.4 -1.0
C -0.43291 -3.34352 -0.25353 -0.1 1.7 0.4
C 0.41060 -1.52687 1.35370 -0.1 -0.5 -1.3
C 1.27458 -0.26051 1.15739 0.3 -0.2 1.1
C 1.94221 0.16845 2.45472 0.0 -0.8 -0.2
H -1.16353 1.14824 -3.31951 -0.1 -0.1 -0.2
H -1.63031 2.83276 -2.94442 0.4 -0.4 0.1
H 0.09142 2.31576 -2.88461 -0.2 0.1 -0.2
H -2.12083 1.42138 -0.98092 0.3 0.2 0.1
H 0.77239 2.71471 1.57856 -0.2 0.1 -0.5
H 0.55940 0.19248 -1.54249 -0.2 0.2 0.3
H -1.31875 -1.26380 -1.58825 -0.1 -0.2 -0.1
H -1.86179 -0.77243 0.01777 -0.9 0.3 0.4
H -1.41063 -3.58028 0.17793 -0.1 -0.4 -0.2
H 0.31652 -3.96941 0.20406 0.3 -0.2 0.2
H -0.41373 -3.53877 -1.34063 -0.2 0.2 0.5
H -0.38760 -1.37193 2.08845 -0.1 0.2 0.1
H 1.04651 -2.34398 1.75122 -0.3 0.4 -0.3
H 2.07768 -0.56100 0.47702 -0.2 0.0 -0.3
H 1.21014 0.53888 3.13347 -0.6 0.3 0.7
H 2.50774 -0.63887 2.94699 -0.2 0.2 -0.3
H 2.60024 0.96818 2.22017 0.8 0.8 0.0
```
Forces are in eV/Å.

Formula: C3H10NS
Source: the Open Molecules 2025 dataset
Level of theory: ωB97M-V with the def2-TZVPD basis set

The spin multiplicity is 1. The total charge is +1. For the energy above the lowest of the compared OMol25 structures with the same formula, charge and spin, the calculation gives 108.0 kcal per mole.

XYZ file:
```
15
Properties=species:S:1:pos:R:3:forces:R:3
C 1.79714 -0.10344 -0.07756 3.5 1.5 1.3
N 2.72220 0.99057 -0.07335 -2.8 0.8 0.8
H 1.58655 -0.47375 -1.02078 -0.5 -0.4 -1.7
H 2.14228 -0.89096 0.58449 -0.4 0.3 0.4
H 2.69992 1.77730 -0.79980 -0.5 -1.9 1.0
H 2.68384 1.45922 0.86685 0.8 -0.7 -1.1
C -0.93803 -0.65246 -1.45129 -1.2 3.6 3.5
S -0.21213 0.21600 0.49908 -2.9 -0.3 -3.1
C -2.19018 -0.04847 1.48359 2.9 2.5 2.6
H -0.12764 -0.94903 -2.00948 1.8 -0.6 -1.1
H -1.47713 0.25630 -1.76323 0.4 -0.7 -0.3
H -1.59044 -1.39742 -1.10151 -0.6 -1.1 0.3
H -2.44591 -0.96124 1.08729 -0.3 -2.3 -0.3
H -1.69674 0.05909 2.55200 -1.7 -0.6 -2.3
H -2.95373 0.71830 1.22371 1.3 0.0 -0.1
```
Forces are in eV/Å.

How do the records compare in F_max? In the order shown, they have 2.383; 4.397; 2.725; 5.158 eV Å⁻¹.
How do the records compare in calculated total energy? In the order shown, they have -859769.375; -12986.107; -15219.852; -15587.418 eV.
How do the records compare in LUMO energy? In the order shown, they have -0.0230; 0.0074; 0.0138; -0.2245 Ha.